The following is a quantum chemistry calculation of a structure of composition C23H20CsN5 at a distorted geometry, from the OMol25 dataset.

Last column: Löwdin charge in e.
Element x y z (Å)
Cs -0.032 0.152 0.325  1.12
C -5.914 0.453 1.257  -0.11
C -5.238 1.077 2.302  -0.09
C -3.946 0.700 2.632  -0.04
C -3.293 -0.321 1.932  -0.34
C -3.979 -0.937 0.881  -0.05
C -5.274 -0.555 0.550  -0.10
N -1.947 -0.636 2.161  -0.12
C -1.538 -1.126 3.312  -0.26
C -2.455 -1.568 4.349  -0.03
C -2.022 -2.135 5.498  -0.09
C -0.633 -2.319 5.769  -0.11
C 0.270 -1.909 4.846  -0.05
C -0.124 -1.301 3.614  -0.22
N 0.813 -0.862 2.702  -0.13
N 2.023 -1.055 3.042  0.01
C 3.030 -0.608 2.159  -0.34
C 4.334 -0.839 2.615  -0.02
C 5.401 -0.438 1.845  -0.07
C 5.161 0.190 0.625  -0.08
C 3.846 0.372 0.251  -0.16
N 2.797 -0.012 0.988  -0.04
H -6.921 0.752 0.999  0.09
H -5.721 1.871 2.859  0.10
H -3.417 1.199 3.437  0.12
H -3.479 -1.727 0.332  0.10
H -5.785 -1.054 -0.265  0.10
H -3.515 -1.460 4.168  0.10
H -2.753 -2.466 6.228  0.10
H -0.313 -2.776 6.696  0.09
H 1.328 -2.026 5.026  0.09
H 4.463 -1.330 3.569  0.11
H 6.414 -0.608 2.188  0.11
H 5.964 0.528 -0.015  0.10
H 3.614 0.856 -0.693  0.10
C -2.323 1.452 -6.828  -0.04
C -1.826 1.170 -5.438  -0.27
C -0.473 1.067 -5.150  -0.03
C -0.069 0.803 -3.849  -0.15
N -0.913 0.638 -2.832  -0.01
C -2.216 0.739 -3.113  -0.14
C -2.710 1.000 -4.378  -0.03
H -1.500 1.557 -7.533  0.08
H -2.909 2.372 -6.851  0.09
H -2.968 0.645 -7.179  0.09
H 0.269 1.190 -5.930  0.11
H 0.988 0.719 -3.617  0.11
H -2.898 0.603 -2.279  0.11
H -3.780 1.068 -4.532  0.12

Total energy ... -32173.079 eV
E_LUMO ... -0.200 eV
Frontier orbital gap ... 0.22286 Eh
Energy relative to the best compared isomer or geometry (same formula, charge and spin) ... 4.12 kcal/mol